(1)
This record from the OMol25 dataset describes 13 unconnected molecules or ions with the total composition C36H92ClF3NO16 in a non-equilibrium geometry. The level of theory is wB97M-V/def2-TZVPD.

Structure (XYZ):
```
149
Properties=species:S:1:pos:R:3
H 1.1513 2.0220 1.0818
O 2.1200 -1.4957 -2.5198
C -3.7747 -0.1715 0.4761
H -4.5221 -1.5349 -0.9706
H 9.8301 3.1689 -6.4070
H -0.3374 -2.0987 -2.1685
H -4.2318 -2.9847 -2.4918
C -7.0182 -0.1906 4.2160
C 1.1228 -0.5899 -2.0381
H 0.1703 6.7057 3.1039
O 2.6607 5.7155 2.9693
H 3.2115 7.1837 -5.6783
H -3.2924 0.3546 -1.9645
H -5.4396 -6.0909 0.3136
C -4.0781 -6.4958 4.8183
H 1.9494 3.7034 -1.2166
H 6.2837 0.4555 -5.2122
H 3.7771 7.3837 -2.9212
H -3.1697 -6.9584 2.9081
O -0.0491 6.4200 7.2615
H 4.5404 8.1245 -4.9842
C 2.6095 -2.3514 -1.5159
C -3.5827 -8.4122 -1.5785
H -2.8896 -6.6167 -1.2957
H 1.8678 3.6206 1.2530
H -8.4815 -6.0525 -0.0640
H 2.8586 -1.8041 -0.5984
H 1.1137 7.3910 4.4235
C -3.4133 -3.6886 -0.5822
H -2.8678 -4.5798 -0.2688
H -3.1834 -6.6934 5.4144
H 8.6850 2.3533 -5.3258
H 2.6680 2.2170 1.9836
H -4.2614 -4.7070 -2.2177
H 3.8310 2.8839 -0.1396
H -4.7133 -7.3838 4.8450
C -2.7790 -0.5977 -1.7951
H -2.8884 6.7989 9.0564
H 1.1649 4.4568 3.5373
F 0.0056 -2.9020 0.6328
C -1.0620 6.0306 8.1865
H -2.9159 -1.1671 -2.7200
H 5.5058 6.0063 -4.0156
O 7.7083 4.5905 -4.1936
H -1.5223 5.6071 -3.6971
H 1.9168 -3.1710 -1.2885
C -7.4653 -6.2838 -0.3951
H -2.5691 7.3557 7.4040
C 2.8742 2.3413 -0.1675
H 10.0331 3.2611 -4.6499
H -7.4083 -4.2787 1.2252
H 0.9289 4.1255 -4.7899
C 6.3962 -0.1703 1.3806
H 8.3483 4.6269 -3.4764
C 4.7995 5.9823 -4.8459
H -0.4745 4.1619 -2.2232
H -4.6096 -5.6690 5.2904
O 5.4182 -1.9032 -2.9512
H -0.6008 5.7840 9.1491
H 4.6684 -0.5110 2.6216
C 9.2974 3.2456 -5.4578
C -0.2953 -1.0214 -2.3774
C 5.1812 -0.9045 -3.9371
F -0.2987 -3.4473 2.6970
H -6.6259 -6.4239 1.5905
H 5.8714 -1.4859 -2.2110
H -4.5953 -5.9127 2.8073
C 0.4116 5.0337 -4.4773
H -0.1476 6.2011 4.7754
O -1.5311 -1.7878 1.8357
N -2.7696 -2.4459 -0.1355
H -3.0354 -8.5769 -2.5139
C -1.3054 -0.2859 -1.4937
H -5.4744 0.1903 5.6721
H -7.2892 -5.7342 -1.3202
H -1.8568 -8.6066 -0.2957
H 6.6052 -1.2267 1.2160
H 5.3903 1.0808 2.8266
H 7.1231 -1.0698 -4.8654
C -3.7037 -6.1317 3.3925
H 7.3526 0.3638 1.4265
H -7.3784 -1.0258 3.6017
C 5.6175 0.0235 2.6688
H 1.3691 0.3748 -2.4885
C 2.0992 2.5610 1.1169
H 2.1097 5.1276 4.8746
H -1.5668 4.2388 -4.8191
C -5.8334 -0.6366 5.0571
H -2.0856 -5.1456 3.8452
H 5.4670 1.2127 0.3735
H -4.4050 -3.7453 -0.1006
H -1.0830 -0.5305 -0.4587
O -0.9689 3.7644 -2.9456
H -5.9706 0.6022 2.8022
H 7.0256 0.1792 -3.6267
O -2.8368 0.5434 0.8622
H 3.5380 -2.8061 -1.8558
H -1.6541 8.0316 8.7481
O 5.6556 0.2769 0.2503
O -4.9694 -0.1269 0.8835
H -1.1464 0.7862 -1.6328
H 0.9941 5.4779 -3.6670
H 4.5310 -0.1315 -3.5178
C -0.9952 4.6992 -4.0139
O -3.7657 -7.0186 -1.3785
F 0.5917 -1.5441 2.2035
C -2.6356 -2.5518 1.2951
C -2.4088 -3.9931 -2.9494
H 3.0939 6.5063 3.3027
C -0.3638 -2.4111 1.8185
H 7.6866 4.4632 -6.2120
H -0.4983 -0.9197 -3.4496
H -6.1027 -1.4710 5.7107
C -2.8463 -9.0532 -0.4154
C -3.5302 -1.2600 -0.6039
H 6.1832 -0.3395 3.5288
Cl -1.1927 -5.1346 -2.2689
C -2.1084 7.1152 8.3623
O -6.5179 -4.4756 0.9188
H 4.1836 5.0908 -4.7221
H -3.3937 -8.8909 0.5145
H -7.8388 0.1382 4.8577
H -2.7247 -10.1274 -0.5690
H 0.3972 5.7374 -5.3129
H 0.3735 7.2135 7.6033
H -2.4200 -3.5955 1.5258
H 5.3670 5.8910 -5.7737
O 3.1640 7.3355 -3.6606
C -3.6509 -3.8102 -2.0804
H -2.7169 -4.4258 -3.9012
C 3.9275 7.2242 -4.8583
C 0.6302 6.4768 4.0665
H -7.4047 -7.3537 -0.6047
H -4.5771 -8.8466 -1.6866
H -5.0085 -0.9499 4.4146
O 2.1335 2.7635 -1.3039
H 1.1912 -0.5035 -0.9484
H 3.0843 1.2814 -0.3107
H -1.5139 5.1253 7.7853
H -1.8840 -3.0711 -3.1752
O -6.6876 0.9004 3.3807
C 6.4779 -0.2964 -4.4446
H 9.0432 5.3886 -5.5536
C 1.6428 5.3600 3.9121
O -2.8908 -4.9662 3.3495
H -3.5469 -2.3095 1.8453
H 4.6426 -1.3927 -4.7473
C 8.4303 4.4905 -5.4169
C -6.4508 -5.8736 0.6565
```

Computed properties:
2S+1: 1
charge: -1
highest occupied orbital energy: -4.5 eV
total energy: -93747.8718 eV
HOMO-LUMO gap: 6.249 eV
E_LUMO: 1.756 eV

Mulliken population analysis, charges in e, atoms 1 to 4: H 0.288; O -0.444; C -0.239; H 0.438

=====

(2)
This record from the OMol25 dataset describes a molecular structure, C30H36F7Ge2N5O8PtS2 in a non-equilibrium geometry. The level of theory is wB97M-V/def2-TZVPD.

Structure (XYZ):
```
91
Properties=species:S:1:pos:R:3
F 3.4153 2.2390 -1.8480
C -0.4429 4.7011 1.9123
H -1.6545 0.7092 2.6918
H -2.6907 -3.0780 2.1605
C 2.4228 -3.5362 1.8219
F 3.3923 0.7957 1.9559
C 2.9211 -3.6850 -0.9201
H -1.0995 -1.7690 -5.3490
H 0.9402 5.6638 -1.0094
C 0.8004 -1.0248 3.5523
O -0.9476 -0.4159 -2.8070
C -4.9724 0.1385 2.5098
C -0.9601 -2.0186 2.2183
H 1.6589 -1.0791 5.4850
N 0.0366 -1.4901 1.5481
H 0.8510 -4.1267 -2.2259
C 3.1993 0.3035 -0.3780
H -0.9448 -2.9312 -4.0040
N 0.9830 -0.9447 2.2993
O -1.3703 -5.1432 -0.1647
H 0.4213 -2.6727 -5.1262
C 2.9345 1.2848 0.8023
F 1.5131 1.2507 -1.8474
H 0.1747 3.4167 -1.6519
F 3.5190 2.4962 0.6801
N 3.8173 -3.1622 -0.0142
F 3.2431 0.3234 -2.7674
H -0.2625 1.8912 -4.2055
C 3.6478 -2.9285 1.3407
H 5.2693 0.9921 -0.5090
O 3.1998 -3.8567 -2.0809
C -0.4291 -2.2235 -4.6348
O 0.8229 0.0590 -4.4203
O -1.0685 -3.0483 -0.8031
C -2.6350 0.5867 2.2505
H -3.8591 3.6927 -2.7220
C 0.6973 -4.6159 -1.2604
C -5.1326 0.2502 1.1394
C -0.6402 2.9437 0.2703
C 0.4280 5.0380 -0.2919
H -4.6708 0.9098 -3.1891
H -3.6599 -0.5051 -2.8395
Pt 0.3005 -1.0134 -0.6457
H 4.9402 -0.5700 -1.2798
H 0.5947 -4.5015 1.3344
N 1.7277 -4.1193 -0.3641
C -1.1591 2.4732 -4.0274
H -0.6243 5.0664 2.9157
H -1.9179 -2.7251 0.6161
O 1.1601 -1.6091 -2.6589
C -3.6869 0.4647 -3.3223
F 1.6280 1.5349 0.9928
H -4.0089 3.0222 -1.0934
H -2.6378 4.0491 -1.4992
C -3.3105 3.2885 -1.8775
H -1.3374 2.8063 2.2943
H -0.8862 3.4955 -3.7768
C -3.7159 0.3065 3.0645
H -3.4934 0.3179 -4.3796
C -2.7746 0.7149 0.8708
C -0.7132 -4.2556 -0.6977
S 0.2301 -0.9255 -3.5509
H -3.5812 0.2172 4.1335
F 2.1846 -3.5469 3.1571
C -0.8487 3.4265 1.5573
H 0.7705 -5.7056 -1.3590
C 1.5174 -4.0679 0.9741
Ge -2.2444 1.6505 -2.5592
H -1.7488 2.4804 -4.9417
O 4.5005 -2.3601 1.9890
H 1.4371 1.5600 3.9520
C -4.0431 0.5270 0.3341
H 5.0112 -0.4581 0.4982
N -2.0293 -2.5374 1.6332
C 2.8322 1.0230 -1.7162
H 0.5337 6.4952 1.2731
H -4.1806 0.6037 -0.7354
O 2.5100 -0.8203 -0.1954
C 1.7240 -0.4821 4.5743
H 0.4115 1.0807 5.3099
H 2.1330 1.3972 5.5617
C 4.7253 0.0555 -0.4179
C 0.0051 3.7700 -0.6444
H 2.7280 -0.5666 4.1575
H -6.1122 0.1240 0.6986
S -0.7268 -1.8546 3.9510
Ge -1.0985 1.0288 -0.2422
C 1.4029 0.9837 4.8715
H -5.8230 -0.0724 3.1414
H 4.6199 -2.7062 -0.4317
C 0.2042 5.5056 0.9913
```

Computed properties:
2S+1: 4
charge: -1
highest occupied orbital energy (spin up / spin down): -4.6 / -5.9 eV
total energy: -212497.7856 eV
<S²>: 3.760
HOMO-LUMO gap (spin up / spin down): 6.817 / 5.258 eV
E_LUMO (spin up / spin down): 2.227 / -0.655 eV

Mulliken population analysis, charges in e, atoms 1 to 4: F -0.349; C -0.745; H 0.326; H 0.225

=====

(3)
This record from the OMol25 dataset describes a gas-phase ion, C4H13N2O (charge +1) in a non-equilibrium geometry. The level of theory is wB97M-V/def2-TZVPD.

Structure (XYZ):
```
20
Properties=species:S:1:pos:R:3
H -1.4313 0.2318 -3.5495
N 1.8436 0.4423 1.6975
H -0.2387 0.8137 1.8581
H 2.6025 0.9500 1.2380
H 0.0548 -1.9885 1.3336
O -0.9897 -0.0817 -2.7523
H -0.8293 1.5250 -1.4701
C -1.2459 -0.3133 -0.4179
H -2.5042 0.8552 -1.6616
H 0.5684 1.7447 0.6341
H 0.8712 -0.1341 -0.8103
H -1.4627 -1.3213 -0.7457
H 1.9251 0.6675 2.6879
N 0.6759 -1.5965 0.6287
H 0.7420 -2.3280 -0.0837
H 1.9779 -0.5771 1.4868
C -1.4367 0.6154 -1.6044
C 0.2208 -0.3445 0.0519
H -1.8521 0.0856 0.4002
C 0.5083 0.7539 1.0787
```

Computed properties:
2S+1: 1
charge: +1
highest occupied orbital energy: -13.7 eV
total energy: -9380.0830 eV
SMILES: N[C@H](C[NH3+])CCO
ΔE to the lowest compared entry with this formula, charge and spin: 1.501 eV
HOMO-LUMO gap: 10.378 eV
E_LUMO: -3.321 eV

Mulliken population analysis, charges in e, atoms 1 to 4: H 0.313; N -0.250; H 0.433; H 0.366

=====

(4)
This record from the OMol25 dataset describes a molecular structure, C32H29NO5P2Ru. The level of theory is wB97M-V/def2-TZVPD.

Structure (XYZ):
```
70
Properties=species:S:1:pos:R:3
P -2.5824 -0.7810 -0.5832
C -2.5161 -0.0612 -2.2220
H 1.0832 -1.6056 -2.5199
C -2.4234 1.3316 -2.3480
H -2.4681 1.5443 -5.7206
C 0.0518 -5.1497 -3.6735
H -0.2282 -6.1408 -4.0026
O 0.0676 1.0478 3.6576
C 1.8156 0.5974 2.2059
C -5.1661 0.1251 -0.4776
C -0.0475 -3.3838 -2.0434
H 0.0592 -6.4353 3.6051
C 3.8052 -0.5394 1.2745
O -0.2865 1.6129 -0.0716
C 0.8852 -5.5228 1.8506
H -5.6257 -0.9327 3.2220
H -2.3484 2.9770 -3.7122
C -6.3967 0.2708 0.1439
C 0.7862 -2.6014 -2.8380
C 0.4893 2.3191 0.7735
H 4.4035 0.2108 -0.6941
C 0.2209 0.3005 2.7152
C -1.2694 -4.9720 2.7788
C 0.6843 -4.6085 0.8296
C 2.4708 0.9323 -0.0487
C 1.2556 -3.0921 -4.0473
H -1.0446 -5.2911 -1.8431
H 1.4394 -4.4864 0.0617
C -2.4114 1.9025 -3.6095
C 0.8843 -4.3623 -4.4632
Ru -0.3222 -0.3409 -0.2197
H 4.3157 -0.3146 2.2086
O 0.1445 3.3680 1.2215
C 1.8560 1.7040 1.1267
H 1.2487 -4.7471 -5.4061
H -2.3568 1.9616 -1.4684
H -5.0363 0.4349 -1.5060
H 4.4811 1.4451 0.5606
C 3.9254 0.5769 0.2111
H -2.6424 -0.9074 -5.4981
H -7.2278 0.6917 -0.4046
H 1.9106 -1.6031 1.8128
C -4.2617 -0.8064 1.5799
C -4.1059 -0.4304 0.2411
C 2.2907 -0.6491 1.4604
O -0.4080 -0.5402 2.0820
H 4.1861 -1.4882 0.9015
C -2.4828 1.0947 -4.7367
C -6.5576 -0.1191 1.4654
C -5.4932 -0.6514 2.1866
H -7.5202 -0.0002 1.9444
C -1.4742 -4.0482 1.7661
C -0.4102 -4.6674 -2.4626
C -2.5735 -0.2884 -4.6141
H -3.4223 -1.1958 2.1454
H 2.4760 2.5368 1.4537
H 1.9094 -2.4876 -4.6606
C -0.5029 -3.8735 0.7812
H -2.6650 -1.9478 -3.2614
H -3.1385 -3.1322 -0.5976
H 2.2362 1.3372 -1.0294
N -2.4003 -2.4475 -0.7111
H -2.0275 -5.1184 3.5357
H 1.7990 -6.0999 1.8844
C -0.0935 -5.7086 2.8188
P -0.7317 -2.6984 -0.5473
H -2.3881 -3.4673 1.7525
C -2.5888 -0.8725 -3.3611
H 2.3612 0.8156 3.1161
O 1.8104 -0.3861 0.1020
```

Computed properties:
2S+1: 5
charge: +2
highest occupied orbital energy (spin up / spin down): -14.4 / -14.8 eV
total energy: -66526.1842 eV
<S²>: 6.031
HOMO-LUMO gap (spin up / spin down): 7.998 / 5.640 eV
E_LUMO (spin up / spin down): -6.379 / -9.147 eV

Mulliken population analysis, charges in e, atoms 1 to 4: P 1.491; C 0.500; H 0.303; C -0.381

=====

(5)
This record from the OMol25 dataset describes a molecular structure, C39H62GaGeN2OP. The level of theory is wB97M-V/def2-TZVPD.

Structure (XYZ):
```
107
Properties=species:S:1:pos:R:3
C 4.2013 1.0327 1.2861
C 3.2285 -2.6568 3.1031
C -4.1444 -0.6195 -3.4297
N -0.8234 1.9650 -0.3914
H -0.3342 2.9065 3.7853
H 2.1926 0.9063 2.0159
H -0.9233 -3.3038 -1.0713
H -1.5184 -2.8021 0.7509
C -1.6076 1.2182 -3.9616
H -2.6599 6.5354 0.2119
H -3.0084 0.5477 4.2812
H 1.1219 -5.1983 0.0785
C -2.4141 1.2894 3.7547
H 4.5889 1.7590 2.0008
C -0.4392 0.4752 5.0163
H 3.0802 3.1764 0.1697
H 2.9389 1.7650 -1.4863
H 4.4437 0.0392 1.6539
H 4.6258 0.8047 -4.8107
C 1.5470 -1.8272 -0.9347
H -2.5927 -3.7379 1.7825
H -4.1432 -2.0398 1.6835
C 2.3039 -0.0419 -2.4331
H -1.7961 -2.9037 -4.1016
H -3.2889 -2.9460 3.9755
H 3.7213 -2.1142 1.0975
H -0.1113 -3.1874 -2.6266
H -1.9657 1.3063 -4.9887
N -2.6233 6.7195 -0.7741
H -2.8976 7.6324 -1.1017
H 4.6320 -0.6254 -3.7758
H 0.2993 -2.0143 4.6165
C -1.9362 -0.6917 -1.2997
C 2.9682 -2.0772 1.8757
H 2.4250 -3.1230 5.0407
H 2.4857 -1.3233 -5.0247
H -4.0337 -0.5894 2.6641
H 1.4023 2.9848 0.6838
C 2.2490 -2.6508 4.0838
C 1.3753 -4.1699 0.3367
H -0.3319 -1.9311 -4.3396
C 2.4339 2.7477 0.9374
H 1.7579 -2.0086 -3.0427
H 2.0387 -3.7187 -1.6059
H -0.9094 -3.5136 2.2533
C 4.2814 0.4052 -3.8577
O -1.8160 6.1373 -2.8152
C 2.7474 0.4523 -3.7918
H -2.2378 -1.7115 -1.0564
C 0.7783 -1.4015 2.6085
C 2.1354 -0.2906 -4.9721
H -0.2632 2.3356 2.1191
C -2.0239 5.8884 -1.6506
H -0.9560 -0.3787 5.4476
H 4.1845 -3.1291 3.2864
Ge -2.2039 -0.5114 -3.2740
H -2.9117 1.4977 2.8099
C -0.0937 2.0475 3.1556
C 1.0428 -2.0232 3.8355
H -2.8125 -1.4008 4.6477
C 1.2595 -3.3385 -0.9371
H 2.6749 3.2601 1.8690
P -0.8024 -0.5396 2.3657
H -2.0261 2.0539 -3.4016
H 0.9675 1.8431 3.2889
Ga -0.5641 -0.0651 -0.0511
H 0.6393 2.1215 -1.8396
H -4.5176 -1.5501 -3.0010
C -2.3020 3.8261 -0.1454
H 2.4324 0.1942 -5.9012
H -0.5201 1.3092 -3.9872
C -3.4894 -1.2099 1.9563
C 2.6881 1.2485 1.1091
C -1.4189 -1.9179 -4.3703
H -2.4147 1.9703 0.9182
H -0.0147 4.4074 -2.5491
C 1.6316 -0.9234 0.1845
C 1.7457 -1.4691 1.5918
C -1.6088 4.5287 -1.1240
C -1.8829 2.5541 0.1818
C 2.1965 0.3905 -0.0423
H 2.4465 1.5054 -3.8543
H -2.4429 2.2043 4.3489
C -0.9455 0.8621 3.6192
H -0.6220 1.3293 5.6723
H 1.0462 -0.2944 -4.9343
H -1.6262 -2.7095 4.4737
C 1.8326 -1.3259 -2.2055
H 4.7434 0.9864 -3.0592
H -4.4401 -0.5892 -4.4785
H 2.3827 -4.1810 0.7409
H 4.7222 1.1881 0.3395
C 2.4846 0.7925 -1.3309
H -2.7626 -0.0590 -0.9401
H -0.1639 -4.7254 -1.7715
C -0.0652 -3.6478 -1.6448
H -3.1783 4.2370 0.3374
C -0.5349 3.9074 -1.7437
H 0.6934 -3.8528 1.1229
H -1.7211 -1.7193 -5.4002
C -0.1773 2.6348 -1.3589
H -3.3201 -0.6275 1.0503
C -2.1964 -1.7822 2.5670
C -2.4782 -2.2147 4.0100
H -4.6278 0.2137 -2.9180
C -1.7647 -3.0270 1.7881
H 0.6325 0.2881 5.0222
```

Computed properties:
2S+1: 1
charge: +2
highest occupied orbital energy: -14.6 eV
total energy: -164646.7619 eV
HOMO-LUMO gap: 8.802 eV
E_LUMO: -5.780 eV

Mulliken population analysis, charges in e, atoms 1 to 4: C -1.480; C -1.313; C -1.380; N 1.394